{"formula": "C34H50CeN8O2Si", "method": "ωB97M-V/def2-TZVPD", "symbols": ["Ce", "C", "C", "N", "C", "C", "N", "C", "C", "C", "N", "C", "C", "N", "C", "H", "H", "H", "H", "H", "H", "H", "H", "H", "H", "H", "H", "H", "H", "H", "H", "H", "H", "H", "H", "H", "H", "H", "H", "O", "C", "C", "C", "C", "C", "C", "C", "O", "N", "N", "C", "C", "C", "C", "C", "C", "N", "H", "H", "H", "H", "H", "H", "H", "H", "H", "H", "C", "Si", "C", "C", "C", "C", "H", "H", "H", "H", "H", "H", "H", "H", "H", "C", "C", "C", "C", "N", "C", "C", "H", "H", "H", "H", "H", "H", "H"], "xyz": [[-1.079, 0.780, -0.754], [3.541, 1.665, -1.095], [2.306, 1.798, -2.056], [0.913, 2.240, -1.654], [0.686, 3.382, -0.737], [-0.406, 3.246, 0.423], [-0.442, 2.053, 1.342], [-0.456, 2.166, 2.825], [0.482, 1.285, 3.735], [0.436, -0.277, 3.882], [1.289, -1.141, 3.018], [2.767, -1.034, 3.114], [3.554, -1.160, 1.761], [3.237, -0.135, 0.762], [4.038, 0.346, -0.376], [3.531, 2.489, -0.392], [4.381, 1.882, -1.757], [2.157, 0.850, -2.573], [2.646, 2.507, -2.812], [0.479, 2.453, -2.541], [0.340, 4.245, -1.310], [1.623, 3.655, -0.283], [-1.385, 3.357, -0.065], [-0.274, 4.145, 1.018], [-1.276, 1.523, 1.151], [-1.477, 1.978, 3.168], [-0.225, 3.196, 3.090], [0.196, 1.634, 4.731], [1.514, 1.605, 3.623], [-0.589, -0.623, 3.723], [0.673, -0.464, 4.936], [0.999, -2.100, 3.144], [3.166, -1.813, 3.767], [3.015, -0.082, 3.582], [3.352, -2.169, 1.373], [4.624, -1.138, 2.004], [2.315, -1.124, -0.462], [4.126, -0.432, -1.145], [5.066, 0.559, -0.058], [-0.978, -3.699, -2.385], [0.361, -3.683, -2.561], [0.925, -4.818, -3.138], [2.285, -4.896, -3.359], [3.114, -3.834, -3.011], [2.565, -2.713, -2.426], [1.194, -2.614, -2.166], [0.626, -1.435, -1.486], [-0.636, -1.110, -1.663], [1.381, -0.762, -0.654], [1.071, 0.388, 0.043], [2.148, 0.712, 1.050], [2.767, 2.071, 1.566], [4.086, 1.995, 2.066], [4.649, 3.066, 2.732], [3.924, 4.235, 2.898], [2.650, 4.244, 2.373], [2.099, 3.198, 1.753], [-1.268, -2.807, -2.153], [0.259, -5.627, -3.409], [2.701, -5.783, -3.821], [4.176, -3.878, -3.211], [3.218, -1.882, -2.188], [1.699, 0.370, 1.954], [4.693, 1.116, 1.927], [5.659, 2.987, 3.119], [4.331, 5.100, 3.404], [2.021, 5.128, 2.454], [-4.668, 0.660, -5.825], [-5.111, 0.631, -4.013], [-6.671, 1.611, -3.707], [-5.279, -1.137, -3.397], [-3.733, 1.310, -2.982], [-2.821, 1.558, -2.197], [-5.463, 0.200, -6.420], [-3.744, 0.108, -6.016], [-4.532, 1.684, -6.183], [-7.514, 1.173, -4.250], [-6.554, 2.644, -4.047], [-6.925, 1.633, -2.645], [-5.993, -1.725, -3.982], [-5.609, -1.144, -2.354], [-4.308, -1.636, -3.447], [-3.741, -4.010, 3.282], [-3.215, -2.830, 2.522], [-1.902, -2.779, 2.062], [-1.463, -1.671, 1.365], [-2.252, -0.621, 1.093], [-3.518, -0.669, 1.531], [-4.027, -1.733, 2.242], [-2.960, -4.745, 3.468], [-4.541, -4.495, 2.719], [-4.160, -3.694, 4.238], [-1.227, -3.607, 2.238], [-0.434, -1.602, 1.031], [-4.142, 0.183, 1.289], [-5.059, -1.714, 2.571]], "charge": 1, "de_lowest_ev": 6.342, "energy_ha": -2678.369730, "homo_lumo_gap_ev": [7.4106, 7.4564], "multiplicity": 2}



{"formula": "C34H50Cl10F18O12", "method": "ωB97M-V/def2-TZVPD", "symbols": ["C", "C", "O", "C", "O", "C", "F", "F", "F", "H", "H", "H", "H", "H", "C", "C", "O", "C", "O", "C", "F", "F", "F", "H", "H", "H", "H", "H", "C", "C", "O", "C", "O", "C", "F", "F", "F", "H", "H", "H", "H", "H", "C", "C", "O", "C", "O", "C", "F", "F", "F", "H", "H", "H", "H", "H", "C", "C", "O", "C", "O", "C", "F", "F", "F", "H", "H", "H", "H", "H", "C", "C", "O", "C", "O", "C", "F", "F", "F", "H", "H", "H", "H", "H", "Cl", "C", "C", "Cl", "H", "H", "H", "H", "Cl", "C", "C", "Cl", "H", "H", "H", "H", "Cl", "C", "C", "Cl", "H", "H", "H", "H", "Cl", "C", "C", "Cl", "H", "H", "H", "H", "Cl", "C", "C", "Cl", "H", "H", "H", "H"], "xyz": [[-6.250, 17.433, -5.401], [-6.275, 17.977, -3.995], [-5.447, 17.156, -3.164], [-5.267, 17.592, -1.956], [-5.696, 18.592, -1.531], [-4.464, 16.624, -1.069], [-4.121, 15.528, -1.737], [-3.343, 17.227, -0.617], [-5.191, 16.299, 0.018], [-6.818, 18.103, -6.055], [-6.917, 16.564, -5.411], [-5.280, 17.243, -5.837], [-7.281, 18.023, -3.572], [-5.936, 19.019, -4.024], [-0.544, 23.089, -4.801], [0.507, 24.065, -5.319], [-0.028, 25.368, -5.290], [0.406, 26.186, -6.194], [1.196, 25.908, -7.023], [-0.128, 27.630, -6.095], [0.734, 28.340, -5.241], [-0.158, 28.226, -7.338], [-1.393, 27.655, -5.575], [-1.154, 23.438, -3.970], [0.004, 22.189, -4.517], [-1.245, 22.885, -5.613], [0.823, 23.675, -6.291], [1.428, 23.975, -4.735], [-3.252, 21.993, -1.046], [-4.024, 22.515, -2.255], [-5.431, 22.226, -2.110], [-6.156, 23.029, -1.427], [-5.798, 23.911, -0.792], [-7.648, 22.634, -1.524], [-7.816, 21.328, -1.454], [-8.301, 23.166, -0.469], [-8.189, 23.109, -2.659], [-2.218, 22.310, -0.981], [-3.339, 20.911, -1.053], [-3.836, 22.407, -0.219], [-3.800, 21.891, -3.124], [-3.907, 23.558, -2.543], [3.494, 14.191, -2.002], [3.482, 15.696, -2.014], [2.884, 16.230, -3.194], [2.299, 17.393, -3.087], [2.270, 18.039, -2.105], [1.629, 17.786, -4.416], [2.528, 18.268, -5.266], [1.051, 16.757, -4.982], [0.705, 18.672, -4.189], [2.515, 13.763, -2.250], [3.647, 13.836, -0.984], [4.205, 13.790, -2.719], [4.512, 16.077, -1.919], [3.085, 16.120, -1.083], [5.788, 19.906, -5.200], [5.994, 20.129, -3.707], [5.955, 21.528, -3.385], [7.035, 22.254, -3.383], [8.089, 21.884, -3.761], [6.823, 23.672, -2.840], [6.429, 24.541, -3.766], [5.934, 23.656, -1.870], [7.979, 24.114, -2.364], [6.570, 20.437, -5.740], [4.796, 20.196, -5.537], [5.900, 18.835, -5.384], [6.965, 19.732, -3.392], [5.221, 19.601, -3.153], [-0.165, 18.521, -0.723], [-0.391, 20.020, -0.825], [0.630, 20.723, -1.538], [1.680, 21.110, -0.861], [1.787, 21.119, 0.308], [2.788, 21.688, -1.778], [3.127, 22.853, -1.289], [3.852, 20.934, -1.767], [2.371, 21.831, -3.017], [-0.953, 17.966, -0.221], [0.760, 18.202, -0.221], [-0.003, 18.081, -1.712], [-0.553, 20.427, 0.173], [-1.262, 20.082, -1.473], [2.357, 20.108, 3.613], [1.053, 18.901, 3.797], [-0.012, 19.136, 2.786], [-1.200, 17.803, 2.790], [0.664, 19.006, 4.805], [1.545, 17.935, 3.757], [0.393, 19.333, 1.800], [-0.596, 20.003, 3.082], [0.354, 12.293, -4.527], [-0.793, 13.526, -3.971], [-0.095, 14.859, -3.950], [-1.235, 16.135, -3.414], [-1.258, 13.233, -3.032], [-1.629, 13.534, -4.672], [0.228, 15.146, -4.942], [0.746, 14.879, -3.265], [2.372, 27.331, 2.523], [1.343, 25.943, 2.179], [1.454, 25.620, 0.701], [0.330, 24.303, 0.218], [0.316, 26.212, 2.409], [1.662, 25.090, 2.771], [2.430, 25.243, 0.420], [1.240, 26.513, 0.122], [3.134, 25.549, -2.230], [4.647, 26.275, -1.646], [5.085, 27.435, -2.524], [6.303, 26.885, -3.722], [5.432, 25.534, -1.731], [4.398, 26.615, -0.646], [5.575, 28.192, -1.913], [4.316, 27.952, -3.086], [5.859, 22.396, 0.893], [4.998, 21.042, 0.116], [5.153, 19.816, 0.980], [4.874, 18.262, 0.113], [5.407, 20.945, -0.890], [3.952, 21.301, -0.048], [4.418, 19.869, 1.780], [6.109, 19.691, 1.473]], "de_lowest_ev": 0.585, "energy_ha": -8627.924172, "homo_lumo_gap_ev": 10.4712}



{"formula": "C34H50ClFGeN3O3SiTl", "method": "ωB97M-V/def2-TZVPD", "symbols": ["Tl", "C", "C", "C", "C", "O", "Ge", "O", "C", "C", "C", "C", "O", "C", "C", "C", "C", "H", "H", "H", "H", "H", "H", "H", "H", "H", "H", "H", "H", "H", "H", "H", "H", "H", "H", "H", "H", "H", "H", "H", "H", "H", "H", "H", "C", "Si", "C", "C", "N", "C", "C", "C", "C", "C", "C", "F", "H", "H", "H", "H", "H", "H", "H", "H", "H", "H", "H", "H", "H", "Cl", "C", "C", "C", "C", "C", "C", "C", "H", "H", "H", "H", "H", "H", "N", "C", "C", "C", "C", "N", "C", "C", "H", "H", "H", "H"], "xyz": [[0.142, -0.452, 0.659], [-2.074, 3.083, -3.466], [-1.025, 2.039, -3.062], [-0.963, 0.858, -4.103], [0.356, 2.567, -2.852], [-1.361, 1.301, -1.729], [-2.136, 2.246, -0.344], [-3.288, 1.071, 0.431], [-4.592, 0.579, -0.096], [-5.706, 1.381, 0.604], [-4.550, 0.760, -1.646], [-4.772, -0.892, 0.260], [-0.790, 2.386, 0.950], [-0.405, 3.655, 1.658], [-1.528, 4.021, 2.664], [-0.063, 4.701, 0.581], [0.883, 3.275, 2.414], [-1.764, 3.487, -4.417], [-2.994, 2.545, -3.521], [-2.236, 3.965, -2.770], [-1.056, 1.430, -5.008], [0.007, 0.336, -4.090], [-1.813, 0.188, -4.021], [0.774, 2.914, -3.776], [0.429, 3.442, -2.123], [0.957, 1.735, -2.460], [-5.540, 2.468, 0.558], [-6.666, 1.215, 0.201], [-5.799, 1.092, 1.689], [-4.578, 1.789, -1.975], [-3.568, 0.382, -1.922], [-5.381, 0.267, -2.191], [-5.172, -1.017, 1.270], [-5.555, -1.319, -0.348], [-3.828, -1.446, 0.095], [-2.544, 4.154, 2.237], [-1.594, 3.147, 3.372], [-1.231, 4.892, 3.263], [-1.070, 5.074, 0.180], [0.592, 5.486, 1.081], [0.549, 4.227, -0.149], [0.856, 2.436, 3.099], [1.640, 3.074, 1.617], [1.297, 4.156, 2.924], [-0.637, -3.499, 3.718], [-1.839, -2.773, 2.437], [-3.237, -3.961, 2.135], [-2.392, -1.166, 3.239], [-1.082, -2.451, 0.953], [-0.621, -3.443, 0.216], [-0.377, -4.770, 0.671], [0.089, -5.775, -0.104], [0.246, -5.591, -1.465], [0.131, -4.289, -2.039], [-0.383, -3.298, -1.215], [-0.661, -2.080, -1.854], [0.437, -3.123, 3.691], [-0.662, -4.571, 3.623], [-0.860, -3.248, 4.775], [-3.955, -3.651, 1.420], [-3.859, -4.175, 3.048], [-2.798, -4.951, 1.908], [-3.171, -1.340, 3.981], [-2.726, -0.407, 2.536], [-1.536, -0.798, 3.769], [-0.546, -4.968, 1.725], [0.249, -6.769, 0.348], [0.271, -6.495, -2.075], [0.248, -4.186, -3.102], [6.428, 1.562, 4.398], [5.458, 0.426, 3.592], [5.636, 0.264, 2.179], [4.698, -0.521, 1.503], [3.647, -1.235, 2.158], [2.712, -1.973, 1.514], [3.523, -0.940, 3.572], [4.440, -0.243, 4.305], [6.330, 0.935, 1.691], [4.754, -0.594, 0.359], [1.914, -2.294, 2.113], [2.934, -2.227, 0.482], [2.641, -1.320, 3.976], [4.403, -0.012, 5.363], [5.310, 2.091, -6.790], [5.108, 1.495, -5.813], [4.859, 0.930, -4.520], [4.335, 1.725, -3.508], [4.180, 1.072, -2.262], [4.518, -0.221, -2.047], [5.006, -0.910, -3.086], [5.321, -0.407, -4.316], [3.889, 2.694, -3.670], [3.668, 1.560, -1.406], [5.140, -1.968, -2.782], [5.980, -0.807, -5.081]], "charge": 1, "de_lowest_ev": 1.312, "energy_ha": -4814.161375, "homo_lumo_gap_ev": [2.9487, 3.3422], "multiplicity": 2}



{"formula": "C34H51BiClFN9O4S", "method": "ωB97M-V/def2-TZVPD", "symbols": ["Bi", "C", "C", "N", "C", "C", "C", "O", "O", "C", "O", "C", "C", "C", "F", "C", "C", "C", "N", "C", "C", "N", "C", "C", "H", "H", "H", "H", "H", "H", "H", "H", "H", "H", "H", "H", "H", "H", "H", "H", "H", "H", "N", "C", "C", "C", "C", "N", "H", "H", "H", "H", "H", "H", "H", "H", "H", "H", "H", "H", "Cl", "N", "C", "C", "C", "C", "C", "C", "H", "H", "H", "H", "H", "H", "H", "N", "C", "N", "C", "N", "C", "C", "C", "S", "O", "C", "C", "C", "H", "H", "H", "H", "H", "H", "H", "H", "H", "H", "H", "H", "H", "H"], "xyz": [[1.040, 1.657, 0.467], [-1.594, -2.617, 5.487], [-2.274, -1.267, 5.652], [-2.108, -0.421, 4.462], [-1.111, 0.476, 4.446], [-0.767, 1.236, 3.364], [0.401, 2.169, 3.542], [0.763, 2.464, 4.661], [0.972, 2.628, 2.456], [-1.507, 1.087, 2.162], [-1.243, 1.705, 1.087], [-2.614, 0.161, 2.194], [-3.422, 0.000, 1.055], [-4.426, -0.909, 1.056], [-5.240, -0.984, -0.016], [-4.676, -1.771, 2.156], [-3.905, -1.573, 3.294], [-2.887, -0.609, 3.329], [-5.661, -2.733, 2.078], [-5.876, -3.488, 0.835], [-5.742, -4.991, 1.108], [-4.670, -5.182, 2.098], [-5.097, -4.716, 3.436], [-6.019, -3.500, 3.255], [-1.767, -3.234, 6.368], [-0.518, -2.489, 5.364], [-1.969, -3.147, 4.610], [-1.844, -0.717, 6.487], [-3.338, -1.365, 5.862], [-0.544, 0.589, 5.361], [-3.245, 0.621, 0.188], [-4.062, -2.210, 4.147], [-5.125, -3.196, 0.108], [-6.856, -3.268, 0.406], [-5.473, -5.504, 0.186], [-6.683, -5.422, 1.460], [-3.371, -4.465, 1.669], [-4.413, -6.162, 2.147], [-4.203, -4.463, 4.009], [-5.631, -5.500, 3.978], [-6.017, -2.868, 4.140], [-7.050, -3.833, 3.124], [0.397, 4.213, 0.201], [0.955, 4.996, -0.915], [2.353, 4.502, -1.258], [3.378, 4.723, -0.130], [4.137, 3.467, 0.269], [3.291, 2.548, 1.055], [-0.614, 4.274, 0.249], [0.738, 4.524, 1.105], [0.975, 6.065, -0.685], [0.295, 4.872, -1.775], [2.689, 5.003, -2.168], [2.301, 3.438, -1.522], [2.897, 5.134, 0.764], [4.105, 5.476, -0.436], [5.025, 3.735, 0.847], [4.474, 2.935, -0.621], [3.041, 2.955, 1.955], [3.795, 1.689, 1.265], [1.840, -0.349, 1.848], [-0.280, 1.900, -2.822], [0.605, 1.934, -3.897], [0.953, 0.754, -4.555], [1.776, 0.786, -5.668], [2.272, 1.992, -6.151], [1.928, 3.167, -5.499], [1.104, 3.143, -4.383], [-0.336, 1.017, -2.333], [-0.242, 2.690, -2.195], [0.549, -0.187, -4.199], [2.023, -0.140, -6.173], [2.905, 2.014, -7.027], [2.293, 4.117, -5.867], [0.819, 4.072, -3.902], [-0.485, -0.538, -0.726], [-0.886, -1.612, -0.576], [-1.310, -2.851, -0.516], [-1.933, -3.380, 0.438], [-2.434, -3.987, 1.308], [5.411, 1.498, -4.822], [4.663, 1.477, -3.495], [4.629, 0.071, -2.913], [3.979, 0.101, -1.237], [2.566, 0.639, -1.354], [3.876, -1.678, -0.881], [2.528, -2.312, -1.191], [2.171, -2.396, -2.668], [5.383, 2.493, -5.266], [4.956, 0.808, -5.534], [6.456, 1.213, -4.691], [3.639, 1.832, -3.630], [5.152, 2.154, -2.787], [5.636, -0.348, -2.817], [4.020, -0.599, -3.520], [4.085, -1.755, 0.186], [4.698, -2.145, -1.429], [1.761, -1.758, -0.651], [2.554, -3.314, -0.755], [2.035, -1.401, -3.092], [1.235, -2.940, -2.799], [2.940, -2.919, -3.241]], "charge": 1, "de_lowest_ev": 0.108, "energy_ha": -3292.724921, "homo_lumo_gap_ev": 7.5636}